[1]
52
Properties=species:S:1:pos:R:3:mulliken_charge:R:1 method="wB97M-V/def2-TZVPD" orbital_gap_ev="3.334 / 4.015" charge=-1 multiplicity=3 max_force_ev_per_a=4.1 lumo_energy_ev="2.8 / 2.8" homo_ev="-0.503 / -1.204" s2=2.02
Mo 0.46 -0.07 0.06 0.055
C 0.19 -2.50 -0.19 -0.503
C -1.03 -2.09 -0.80 -1.264
C -0.72 -1.32 -1.96 0.484
H -2.03 -2.39 -0.50 0.333
C 0.70 -1.19 -2.04 -0.792
C 1.28 -1.94 -0.95 -0.733
H 2.34 -2.14 -0.81 0.455
H 0.30 -3.15 0.67 0.427
H -1.43 -1.05 -2.73 0.548
H 1.25 -0.74 -2.87 0.534
C 1.03 1.88 1.08 -1.386
C 2.22 1.10 0.83 0.020
C 2.37 0.98 -0.60 -0.961
H 2.91 0.73 1.57 0.320
C 1.31 1.72 -1.22 -0.719
C 0.46 2.24 -0.18 0.307
H -0.40 2.89 -0.33 0.405
H 0.64 2.17 2.05 0.407
H 3.20 0.51 -1.11 0.498
H 1.23 1.95 -2.28 0.701
O -1.75 1.32 -1.79 -0.168
C -1.76 2.06 -3.34 1.679
C -3.26 1.73 -3.39 -0.978
C -0.85 1.30 -4.26 -1.387
C -1.42 3.52 -3.15 -1.593
C -3.15 1.14 -1.98 -0.572
H -3.51 0.98 -4.15 0.309
H -3.90 2.61 -3.46 0.362
H -3.72 1.71 -1.23 0.310
H -3.41 0.07 -1.92 0.208
H -0.80 1.81 -5.24 0.495
H -1.21 0.28 -4.41 0.377
H 0.17 1.26 -3.85 -0.049
H -1.63 4.08 -4.07 0.435
H -0.35 3.62 -2.91 0.285
H -2.01 3.95 -2.33 0.387
C 1.77 -3.12 3.69 -1.577
C 1.01 -1.86 4.11 2.194
C -0.16 -2.22 5.02 -1.667
C 1.95 -0.87 4.80 -1.590
C 0.49 -1.23 2.90 -0.549
C 0.09 -0.63 1.91 -0.260
H 2.20 -3.62 4.56 0.407
H 2.59 -2.87 3.00 0.309
H 1.10 -3.83 3.19 0.337
H 0.20 -2.70 5.93 0.378
H -0.72 -1.32 5.29 0.376
H -0.84 -2.91 4.51 0.363
H 2.77 -0.58 4.12 0.293
H 1.40 0.04 5.08 0.362
H 2.39 -1.31 5.70 0.390

[2]
63
Properties=species:S:1:pos:R:3:mulliken_charge:R:1 method="wB97M-V/def2-TZVPD" orbital_gap_ev=4.859 charge=+3 multiplicity=1 max_force_ev_per_a=0.5 lumo_energy_ev=-11.7 homo_ev=-16.512
Pd -0.24 -0.18 -0.27 -0.118
S -0.06 -1.83 1.42 -0.140
C -0.14 -3.16 0.44 0.489
N -0.33 -4.38 1.11 -0.956
N 0.26 -5.43 0.85 0.685
C 1.40 -5.76 0.11 0.731
C 2.37 -4.81 -0.24 0.481
C 3.49 -5.23 -0.91 -0.649
C 3.64 -6.58 -1.24 -0.473
C 2.69 -7.53 -0.87 -0.732
C 1.57 -7.12 -0.17 -0.564
N -0.23 -3.31 -0.93 -0.726
N -0.34 -2.23 -1.59 1.008
C -0.49 -2.32 -2.94 0.192
C -0.50 -3.54 -3.65 -0.215
C -0.68 -3.52 -5.01 -0.780
C -0.85 -2.29 -5.67 -0.339
C -0.84 -1.08 -4.98 -1.068
C -0.67 -1.09 -3.62 0.244
H -0.15 -6.23 1.34 0.332
H 2.27 -3.78 0.07 0.303
H 4.27 -4.53 -1.17 0.507
H 4.53 -6.91 -1.76 0.448
H 2.83 -8.57 -1.11 0.437
H 0.83 -7.85 0.15 0.431
H -0.38 -4.48 -3.12 0.505
H -0.70 -4.44 -5.57 0.440
H -0.99 -2.29 -6.75 0.448
H -0.99 -0.15 -5.51 0.440
H -0.68 -0.17 -3.05 0.392
C -5.29 -0.93 0.85 -0.878
N -4.36 -0.14 1.66 -0.252
C -3.13 0.17 1.35 0.790
N -2.36 0.85 2.21 -0.320
S -2.53 -0.27 -0.23 -0.188
H -6.29 -0.75 1.23 0.338
H -5.06 -1.99 0.93 0.314
H -5.25 -0.61 -0.19 0.350
H -4.72 0.19 2.55 0.276
H -2.70 1.12 3.12 0.220
H -1.50 1.26 1.90 0.120
C 2.67 -1.00 -0.70 -0.674
N 1.79 0.18 -0.42 0.859
C 2.32 0.87 0.82 -0.605
N 3.69 1.26 0.65 0.104
C 4.50 0.06 0.38 -0.713
N 4.04 -0.60 -0.85 0.214
C 4.15 0.34 -1.97 -0.739
N 3.34 1.54 -1.72 0.120
C 1.97 1.15 -1.58 -0.662
C 3.80 2.18 -0.49 -0.746
H 2.31 -1.48 -1.61 -0.012
H 2.57 -1.67 0.15 0.085
H 2.22 0.17 1.65 0.341
H 1.70 1.75 1.00 0.256
H 4.42 -0.63 1.22 0.307
H 5.54 0.36 0.26 0.359
H 3.82 -0.14 -2.89 0.328
H 5.19 0.64 -2.09 0.355
H 1.62 0.66 -2.48 0.304
H 1.35 2.03 -1.37 0.309
H 3.21 3.07 -0.29 0.353
H 4.84 2.48 -0.60 0.333

[3]
55
Properties=species:S:1:pos:R:3:mulliken_charge:R:1 method="wB97M-V/def2-TZVPD" orbital_gap_ev=8.151 charge=+1 multiplicity=1 max_force_ev_per_a=1.0 lumo_energy_ev=-2.1 homo_ev=-10.268 relative_energy_kcal_mol=11.88
C 3.35 6.65 3.68 -0.845
O 2.75 6.29 2.45 -0.454
C 2.47 4.99 2.22 0.769
C 2.71 3.94 3.10 -0.458
C 2.37 2.64 2.76 -0.561
C 1.79 2.36 1.54 -0.183
N 1.47 1.04 1.12 0.266
C 2.09 -0.08 1.79 -0.822
C 2.05 -1.29 0.85 -0.916
N 0.65 -1.60 0.52 0.325
C 0.46 -2.85 -0.24 -1.116
C -0.74 -3.65 0.37 0.460
O -1.01 -3.14 1.66 -0.734
C -1.99 -3.58 -0.51 -0.815
O -2.50 -2.27 -0.39 -0.299
C -3.61 -2.00 -1.25 -1.128
C -3.20 -1.98 -2.70 0.541
C -2.43 -0.93 -3.18 -0.125
C -2.01 -0.91 -4.50 -0.796
C -2.36 -1.94 -5.35 -0.433
C -3.13 -2.99 -4.88 -0.614
C -3.55 -3.01 -3.56 -0.285
C 0.00 -0.43 -0.11 -0.001
C 0.08 0.76 0.84 -1.176
C 1.56 3.40 0.65 -0.207
C 1.88 4.70 0.99 -0.747
H 2.70 6.40 4.53 0.344
H 4.32 6.17 3.80 0.340
H 3.48 7.73 3.63 0.239
H 3.17 4.12 4.07 0.404
H 2.57 1.86 3.48 0.404
H 1.60 -0.34 2.74 0.371
H 3.14 0.17 1.99 0.606
H 2.58 -1.05 -0.07 0.361
H 2.51 -2.15 1.33 0.433
H 0.13 -1.81 1.41 0.560
H 1.37 -3.45 -0.17 0.440
H 0.27 -2.63 -1.29 0.395
H -0.44 -4.70 0.47 0.540
H -1.90 -2.77 1.65 0.413
H -1.74 -3.82 -1.55 0.409
H -2.74 -4.31 -0.15 0.329
H -3.98 -1.03 -0.93 0.381
H -4.39 -2.75 -1.08 0.483
H -2.17 -0.11 -2.52 0.455
H -1.42 -0.08 -4.86 0.413
H -2.04 -1.93 -6.38 0.398
H -3.41 -3.80 -5.54 0.401
H -4.15 -3.83 -3.19 0.385
H 0.53 -0.19 -1.04 0.376
H -1.04 -0.68 -0.33 -0.124
H -0.49 0.53 1.77 0.169
H -0.38 1.63 0.38 0.538
H 1.12 3.20 -0.32 0.466
H 1.70 5.51 0.30 0.425

[4]
57
Properties=species:S:1:pos:R:3:mulliken_charge:R:1 method="wB97M-V/def2-TZVPD" orbital_gap_ev=9.447 charge=0 multiplicity=1 max_force_ev_per_a=1.5 lumo_energy_ev=0.6 homo_ev=-8.836
C 4.13 1.97 -2.03 -1.139
C 3.62 0.74 -1.29 -0.211
O 2.41 0.27 -1.87 -0.525
P 1.04 0.97 -1.49 1.556
O 0.99 2.17 -0.64 -0.938
O 0.62 1.33 -3.03 -0.424
C -0.34 2.34 -3.26 -0.143
C 0.32 3.70 -3.44 -1.266
C -0.27 -0.33 -1.17 -0.070
N -0.51 -0.45 0.24 -0.001
C 0.52 -0.16 1.08 -0.271
O 1.66 -0.07 0.67 -0.764
N 0.22 -0.04 2.40 0.093
C -1.07 0.01 2.98 0.294
C -1.98 1.02 2.63 0.941
C -1.66 2.10 1.65 -1.717
C -3.23 1.02 3.25 -1.015
C -3.58 0.07 4.19 0.772
C -4.93 0.10 4.86 -1.480
C -2.65 -0.90 4.54 -0.980
C -1.40 -0.95 3.94 0.980
C -0.40 -2.00 4.32 -1.582
C 0.15 -1.59 -1.86 -0.113
C 0.95 -2.53 -1.23 -0.203
C 1.37 -3.66 -1.91 -0.797
C 1.00 -3.86 -3.23 -0.464
C 0.22 -2.92 -3.87 -0.820
C -0.21 -1.80 -3.19 -0.186
H 3.40 2.77 -1.93 0.253
H 4.26 1.74 -3.08 0.285
H 5.08 2.29 -1.60 0.415
H 4.32 -0.09 -1.37 0.397
H 3.44 0.97 -0.24 0.252
H -0.88 2.05 -4.17 0.386
H -1.05 2.39 -2.43 0.236
H -0.43 4.45 -3.68 0.427
H 0.82 3.97 -2.51 0.256
H 1.06 3.65 -4.24 0.290
H -1.17 0.06 -1.64 0.789
H -1.45 -0.46 0.59 0.397
H 1.01 0.04 3.01 0.275
H -1.92 3.07 2.06 0.559
H -0.60 2.12 1.38 0.281
H -2.24 1.97 0.73 0.303
H -3.93 1.79 2.98 0.381
H -5.39 -0.88 4.81 0.362
H -4.82 0.36 5.91 0.319
H -5.58 0.82 4.38 0.355
H -2.91 -1.64 5.28 0.396
H 0.41 -1.56 4.90 0.334
H -0.87 -2.77 4.92 0.393
H 0.03 -2.45 3.43 0.287
H 1.25 -2.37 -0.21 0.346
H 1.99 -4.39 -1.40 0.404
H 1.34 -4.74 -3.76 0.395
H -0.07 -3.07 -4.90 0.394
H -0.82 -1.06 -3.69 0.303

[5]
57
Properties=species:S:1:pos:R:3:mulliken_charge:R:1 method="wB97M-V/def2-TZVPD" orbital_gap_ev=6.993 charge=0 multiplicity=1 max_force_ev_per_a=15.5 lumo_energy_ev=0.4 homo_ev=-6.606 relative_energy_kcal_mol=495.95
C -3.31 -3.99 0.30 -1.105
C -2.48 -3.67 -1.09 -0.409
H -2.43 -4.44 -1.77 0.526
H -3.06 -2.86 -1.64 0.284
O -1.26 -3.47 -0.95 -0.370
C -0.93 -2.14 -1.11 0.541
O -1.67 -1.39 -1.59 -0.609
C 0.46 -1.78 -0.88 -0.369
C 1.16 -0.60 -1.03 0.988
N 0.68 0.42 -1.57 -0.061
C 0.99 1.95 -1.68 0.185
O 2.04 2.27 -1.49 -0.406
C 0.03 2.47 -2.45 -0.362
C -1.40 2.50 -1.78 -1.149
N -1.43 1.96 -0.56 0.492
C -1.11 2.99 0.62 -0.703
C -0.76 2.24 1.92 -0.847
C -2.08 1.63 2.44 -1.128
C -2.37 0.76 1.25 1.290
C -3.79 -0.01 1.85 -1.987
H -3.67 -0.59 2.58 0.666
H -4.19 -0.67 1.12 0.462
H -4.58 0.78 1.92 0.403
C -2.72 1.40 0.14 -1.369
H -2.92 0.77 -1.03 0.336
H -3.41 2.10 0.02 0.489
H -1.67 -0.27 1.20 -0.278
H -1.82 1.36 3.28 0.709
H -2.93 2.37 2.62 0.307
H 0.06 1.65 1.86 0.420
H -0.49 3.29 2.53 0.306
H -0.15 3.47 0.02 0.365
H -1.79 3.84 0.59 0.379
H -2.04 3.21 -1.99 0.641
H -1.93 1.56 -2.40 0.176
H 0.36 3.88 -2.12 0.272
H 0.06 2.49 -3.59 0.274
H -0.33 0.29 -1.54 -0.080
C 2.48 -0.81 -0.36 -0.093
C 3.54 0.06 -0.16 -0.973
C 4.85 -0.71 0.51 0.582
C 4.60 -1.88 1.08 -0.882
C 3.52 -2.78 0.76 -0.510
C 2.44 -2.32 0.15 -0.559
N 1.17 -2.67 -0.19 -0.040
H 1.13 -3.72 0.10 0.327
H 3.68 -3.85 1.15 0.241
H 5.77 -2.48 1.34 0.137
O 5.98 0.11 0.44 -0.382
C 5.92 1.42 0.14 -0.957
H 7.09 1.72 0.29 0.229
H 5.35 2.04 0.53 0.477
H 6.10 1.48 -1.10 0.312
H 3.71 0.85 -0.53 1.867
H -4.27 -4.34 0.10 0.463
H -3.33 -3.03 1.08 0.090
H -2.89 -4.87 0.65 0.395

[6]
57
Properties=species:S:1:pos:R:3:mulliken_charge:R:1 method="wB97M-V/def2-TZVPD" orbital_gap_ev=9.405 charge=0 multiplicity=1 max_force_ev_per_a=0.7 lumo_energy_ev=0.6 homo_ev=-8.798 relative_energy_kcal_mol=30.45
C -1.43 -8.78 3.83 -1.234
C -0.84 -7.41 3.96 0.346
C -1.44 -6.24 4.49 -0.435
N -0.62 -5.21 4.46 -0.960
N 0.52 -5.68 3.93 0.731
C 1.62 -4.78 3.67 -0.935
C 1.38 -3.91 2.45 -0.170
C 2.58 -3.00 2.18 -0.870
N 2.37 -2.13 1.02 -0.106
C 2.00 -0.82 1.22 0.462
O 1.35 -0.48 2.18 -0.621
C 2.40 0.13 0.11 -1.193
C 1.49 1.34 0.05 0.817
C 0.03 1.00 -0.36 -0.798
C -0.24 1.88 -1.58 -0.806
N 0.68 2.99 -1.43 0.200
C 0.82 3.81 -2.61 -1.171
C -0.44 4.57 -2.93 0.832
C -1.17 5.20 -1.92 -0.296
C -2.31 5.91 -2.22 -0.690
C -2.75 6.03 -3.53 0.750
C -3.99 6.82 -3.79 0.347
N -4.16 7.29 -5.06 -0.397
O -4.82 7.02 -2.92 -0.619
C -2.03 5.41 -4.55 -0.850
C -0.89 4.68 -4.24 -0.793
C 1.93 2.36 -1.01 -1.242
C 0.42 -6.99 3.61 -0.086
H -0.73 -9.46 3.35 0.317
H -1.68 -9.20 4.81 0.283
H -2.35 -8.76 3.24 0.294
H -2.44 -6.12 4.88 0.455
H 1.76 -4.16 4.56 0.321
H 2.52 -5.39 3.55 0.293
H 1.20 -4.55 1.58 0.230
H 0.50 -3.30 2.60 0.288
H 2.76 -2.37 3.05 0.322
H 3.48 -3.60 2.00 0.469
H 2.97 -2.30 0.23 0.277
H 3.43 0.44 0.30 0.316
H 2.40 -0.40 -0.85 0.469
H 1.48 1.82 1.03 0.279
H -0.10 -0.06 -0.58 0.385
H -0.65 1.24 0.46 0.258
H -0.02 1.32 -2.51 0.290
H -1.27 2.23 -1.65 0.436
H 1.63 4.52 -2.43 0.375
H 1.12 3.21 -3.48 0.407
H -0.83 5.10 -0.90 0.410
H -2.89 6.39 -1.44 0.433
H -3.38 7.38 -5.68 0.203
H -4.94 7.92 -5.20 0.241
H -2.38 5.44 -5.57 0.346
H -0.35 4.17 -5.03 0.347
H 2.63 3.10 -0.63 0.409
H 2.41 1.84 -1.86 0.291
H 1.25 -7.52 3.18 0.342

[7]
61
Properties=species:S:1:pos:R:3:mulliken_charge:R:1 method="wB97M-V/def2-TZVPD" orbital_gap_ev=4.351 charge=-2 multiplicity=1 max_force_ev_per_a=1.1 lumo_energy_ev=4.7 homo_ev=0.318 relative_energy_kcal_mol=29.55
Pd 0.20 0.23 -0.45 -0.502
O 0.17 2.12 2.45 -0.673
C 0.09 0.93 2.77 0.235
C -0.18 0.54 4.23 -0.541
C 0.02 -0.96 4.22 -0.365
C 0.07 -1.28 2.72 0.007
O 0.01 -2.44 2.32 -0.649
N 0.19 -0.16 1.96 0.187
H -1.21 0.82 4.46 0.198
H 0.47 1.11 4.89 0.267
H -0.77 -1.55 4.69 0.263
H 0.97 -1.27 4.65 0.199
C -0.56 -4.62 -3.79 -1.007
C -1.89 -3.93 -3.46 -0.870
N -2.00 -3.46 -2.09 0.137
C -2.20 -4.45 -1.05 -1.156
C -0.93 -4.90 -0.33 -0.710
C -1.57 -2.19 -1.72 1.139
C -1.13 -1.24 -2.80 -0.537
N -1.50 -1.77 -0.51 -0.419
H -0.48 -4.80 -4.87 0.392
H -0.47 -5.58 -3.29 0.302
H 0.28 -3.99 -3.49 0.234
H -2.72 -4.62 -3.65 0.387
H -2.03 -3.08 -4.12 0.440
H -2.69 -5.31 -1.52 0.376
H -2.91 -4.06 -0.32 0.465
H -0.27 -5.45 -1.00 0.221
H -1.18 -5.55 0.51 0.353
H -0.37 -4.05 0.07 0.192
H -1.98 -0.87 -3.39 0.350
H -0.40 -1.69 -3.47 0.150
H -0.62 -0.40 -2.28 -0.334
H -1.77 -2.44 0.20 0.117
C 0.83 2.89 -1.00 -1.005
C -0.61 3.16 -1.18 0.465
N -1.54 2.26 -1.43 -0.106
C -2.72 2.95 -1.55 -0.575
C -2.52 4.29 -1.35 -0.382
N -1.17 4.41 -1.13 -0.097
H 0.97 1.97 -0.34 0.229
H 1.33 3.73 -0.52 0.311
H 1.30 2.67 -1.96 0.307
H -3.65 2.44 -1.75 0.370
H -3.19 5.13 -1.34 0.386
H -0.67 5.24 -0.87 0.219
O 8.93 -0.52 -2.87 -0.520
C 8.06 0.46 -2.45 0.660
O 8.53 1.54 -2.19 -0.645
C 6.65 0.07 -2.33 0.804
C 6.13 -1.18 -2.70 -0.464
C 4.80 -1.49 -2.57 -1.229
C 3.84 -0.56 -2.07 0.142
S 2.18 -0.89 -1.94 -0.316
C 4.40 0.70 -1.67 -0.275
C 5.73 1.00 -1.81 -0.589
H 8.43 -1.33 -2.98 0.276
H 6.77 -1.96 -3.11 0.097
H 4.43 -2.47 -2.87 0.328
H 3.71 1.43 -1.26 0.386
H 6.10 1.97 -1.50 0.377

[8]
60
Properties=species:S:1:pos:R:3:mulliken_charge:R:1 method="wB97M-V/def2-TZVPD" orbital_gap_ev=8.017 charge=0 multiplicity=1 max_force_ev_per_a=1.1 lumo_energy_ev=0.7 homo_ev=-7.318 relative_energy_kcal_mol=0.00
C 1.10 3.73 0.19 -1.034
C 2.04 2.90 -0.66 -0.288
O 3.25 2.68 0.06 -0.334
C 3.70 1.42 0.15 0.923
O 3.22 0.47 -0.43 -0.644
N 4.82 1.33 0.93 -0.027
C 5.20 0.00 1.36 -0.770
C 4.63 -0.24 2.78 -0.885
N 3.62 0.76 3.07 0.015
C 2.33 0.70 2.59 0.555
O 1.56 1.64 2.73 -0.744
N 1.93 -0.48 2.04 0.100
C 0.66 -0.61 1.48 0.493
S -0.51 0.67 1.62 -0.231
C -1.64 -0.30 0.73 0.333
N -2.88 0.12 0.43 -0.608
C -3.63 -0.70 -0.23 1.047
N -3.23 -1.93 -0.64 0.065
C -1.94 -2.44 -0.39 0.844
O -1.63 -3.55 -0.79 -0.746
C -1.11 -1.53 0.36 0.513
C 0.23 -1.71 0.79 -0.530
C 1.07 -2.91 0.52 -1.814
C -4.12 -2.75 -1.44 -1.348
C -4.20 -2.24 -2.88 -0.815
C -4.31 -0.72 -2.97 0.825
C -4.61 -0.31 -4.41 -1.797
C -5.39 -0.17 -2.03 -0.685
C -5.04 -0.26 -0.53 -1.242
C 4.20 2.09 3.17 -0.880
C 5.10 2.34 1.93 -0.651
H 0.92 3.22 1.14 0.195
H 1.53 4.71 0.39 0.334
H 0.15 3.86 -0.33 0.371
H 2.30 3.42 -1.59 0.325
H 1.60 1.93 -0.91 0.312
H 4.80 -0.70 0.63 0.394
H 6.29 -0.08 1.36 0.394
H 5.42 -0.11 3.53 0.362
H 4.23 -1.25 2.90 0.424
H 2.59 -1.17 1.73 0.304
H 0.48 -3.64 -0.04 0.384
H 1.95 -2.64 -0.07 0.330
H 1.41 -3.38 1.45 0.354
H -3.71 -3.77 -1.42 0.530
H -5.11 -2.76 -0.97 0.396
H -3.30 -2.56 -3.42 0.364
H -5.06 -2.70 -3.36 0.362
H -3.35 -0.27 -2.68 0.191
H -4.61 0.77 -4.51 0.416
H -5.59 -0.68 -4.71 0.366
H -3.86 -0.72 -5.08 0.420
H -5.55 0.88 -2.28 0.372
H -6.33 -0.69 -2.22 0.314
H -5.72 -0.95 -0.02 0.343
H -5.15 0.72 -0.05 0.286
H 4.78 2.16 4.10 0.448
H 3.37 2.79 3.21 0.361
H 4.91 3.32 1.51 0.380
H 6.16 2.26 2.19 0.329